No. 1
14
Properties=species:S:1:pos:R:3:forces:R:3:lowdin_charge:R:1 method="wB97M-V/def2-TZVPD" lumo_ev=0.029 de_lowest_ev=2.535 smiles="CC(=S)N(S)/C=C/F" orbital_gap_ev=8.685 total_energy_ha=-1106.9082
N 0.161 0.583 -0.111 -0.9053 4.6655 -0.0586 -0.448
S 2.823 0.541 0.050 -0.6550 0.2776 -0.3236 0.637
C 1.269 -0.059 -0.137 2.7684 -0.5129 0.4979 -0.965
H 2.151 -1.868 -0.340 -2.0825 -0.2247 0.0416 0.077
H -2.431 1.659 -0.539 0.3761 -0.8493 0.4421 0.106
C -2.204 0.649 -0.145 -2.1707 -0.4148 -0.1447 -0.121
H 1.430 2.545 0.439 -1.0228 -0.6117 -0.4557 -0.143
H -1.032 -1.093 0.415 -0.6181 2.6109 -0.7449 0.152
H 0.164 -1.987 -0.699 2.6577 1.1830 0.9074 0.127
C -1.064 0.014 0.034 -1.4129 -3.0199 1.1023 -0.188
S 0.121 2.354 -0.025 0.9639 -0.0075 0.2322 0.818
H 0.905 -1.791 1.049 0.4010 0.5905 -2.6172 0.150
C 1.088 -1.489 -0.115 0.3057 -4.5567 1.4387 -0.169
F -3.381 -0.057 0.125 1.3946 0.8699 -0.3175 -0.034

=====

No. 2
33
Properties=species:S:1:pos:R:3:forces:R:3:lowdin_charge:R:1 method="wB97M-V/def2-TZVPD" total_charge=+1 lumo_ev=-2.592 orbital_gap_ev=9.637 total_energy_ha=-949.8005
H 2.826 0.946 -4.343 -0.1235 -0.0627 0.0756 0.141
C 2.164 0.124 -4.043 0.3275 -0.3951 -0.5187 -0.082
C 0.442 0.858 -2.484 -1.4864 0.5770 -0.0651 -0.221
C -4.221 1.667 3.309 -0.6033 0.5094 -0.0580 0.009
H 0.208 -2.411 2.502 -0.0076 0.0203 -0.0279 0.120
H 2.306 -2.025 -3.741 0.0519 0.1191 -0.0346 0.134
H 2.066 0.510 -0.679 0.0346 -0.0136 -0.0640 0.132
H 2.754 -1.755 -1.424 0.0397 0.1307 -0.0423 0.130
C -1.078 -0.837 2.302 -0.3035 0.4117 0.1869 -0.366
O 3.963 -1.077 -2.953 0.1039 0.0055 -0.0533 -0.114
H -0.040 -1.837 0.889 0.0092 0.0247 0.0264 0.114
H 3.268 1.262 -1.756 -0.0875 -0.0694 -0.0099 0.142
Au -1.921 1.430 -0.832 -1.2241 0.3771 0.6530 0.825
H -5.105 1.256 2.819 0.0323 0.0593 0.0749 0.112
H 3.509 -1.366 -4.882 -0.1558 0.0563 -0.0183 0.137
H 4.232 -0.853 -0.983 -0.1436 0.0289 0.0584 0.136
C -2.472 0.096 3.977 0.5787 -0.5076 0.0209 -0.012
N -1.619 -0.032 1.399 0.3174 -0.5428 0.0724 0.136
O -3.104 1.565 0.881 -0.3396 0.4410 -0.2936 -0.155
H -4.048 2.667 2.912 -0.0321 -0.0495 0.0845 0.106
C 2.976 -1.176 -3.951 -0.2085 0.1015 -0.2791 -0.177
H 1.356 0.033 -4.768 0.0177 -0.0067 0.0623 0.140
C -2.598 0.803 1.733 0.1752 -0.4932 0.6290 -0.527
N 1.616 0.398 -2.721 0.7094 -0.2221 0.0441 -0.081
N -3.077 0.832 3.024 0.1771 0.0471 -0.3309 -0.038
H -0.952 -1.338 4.418 -0.0451 -0.0233 0.1991 0.116
C 3.397 -0.897 -1.684 -0.1130 0.2306 0.2890 -0.186
H -4.385 1.718 4.382 0.0550 -0.0496 -0.0176 0.100
C -1.449 -0.743 3.673 -0.1364 0.0257 0.0247 0.019
C 2.591 0.408 -1.630 0.6084 -0.2431 0.3609 -0.086
N -0.160 -1.712 1.880 0.1532 -0.1807 0.0115 0.180
H -2.837 0.209 4.988 -0.0790 0.0238 -0.0316 0.144
N -0.607 1.275 -2.212 1.6977 -0.3302 -1.0287 -0.026